[1]
Molecular formula: C3H7N2O
Method: DFT, ωB97M-V/def2-TZVPD

Structure (ORCA input):
```
! wB97M-V def2-TZVPD RIJCOSX def2/J DEFGRID3
* xyz 1 1
C 1.47 0.57 -0.54
C 0.50 -1.21 0.34
C -0.14 -0.13 0.75
N 1.55 -0.79 -0.41
N 0.47 0.95 0.21
O -2.43 0.03 -0.44
H 2.12 1.26 -1.11
H 0.25 -2.17 0.43
H -2.15 0.95 -0.61
H -0.89 -0.09 1.51
H 2.20 -1.40 -0.72
H 0.21 1.97 0.40
H -3.17 0.05 0.19
*
```

Summary:
Molar mass in g/mol: 87.10
HOMO-LUMO gap in hartree: 0.400

[2]
Molecular formula: C5H11NO
Method: DFT, ωB97M-V/def2-TZVPD

Structure (ORCA input):
```
! wB97M-V def2-TZVPD RIJCOSX def2/J DEFGRID3
* xyz 1 2
C -1.18 2.48 -1.13
C -0.19 1.42 -1.46
C -0.71 0.13 -0.69
C 0.40 -0.42 -0.11
N 0.57 -1.71 0.45
C -0.45 -2.40 0.89
H -2.13 1.93 -1.28
H -1.06 3.37 -1.72
H -1.21 2.82 -0.17
H 0.87 1.56 -1.14
H -0.06 1.28 -2.57
H -1.62 -0.40 -1.02
H 1.27 0.19 -0.08
H -1.18 -2.58 0.06
H -0.45 -2.97 1.89
H 1.81 -1.93 2.34
H 3.06 -1.25 2.68
O 2.26 -1.53 3.07
*
```

Summary:
Molar mass in g/mol: 101.15
HOMO-LUMO gap (spin up / spin down) in hartree: 0.307 / 0.249

[3]
Molecular formula: C37H25Cl2F6I2N6O5PRb
Method: DFT, ωB97M-V/def2-TZVPD

Structure (ORCA input):
```
! wB97M-V def2-TZVPD RIJCOSX def2/J DEFGRID3
* xyz -2 2
Rb 1.10 0.24 0.47
Cl 2.17 -5.62 4.89
C 1.60 -4.56 3.62
C 2.45 -4.28 2.53
C 2.03 -3.49 1.50
C 0.71 -2.92 1.48
O 0.26 -2.25 0.52
C -0.11 -3.17 2.67
C -1.40 -2.52 2.76
N -1.84 -1.73 1.87
C -2.97 -1.12 1.51
C -4.02 -1.83 0.94
C -5.17 -1.19 0.48
C -5.32 0.17 0.60
C -4.28 0.94 1.17
C -4.38 2.33 1.37
C -3.33 3.01 1.92
C -2.17 2.30 2.27
N -2.04 1.00 2.12
C -3.07 0.31 1.58
C 0.36 -3.99 3.70
H 3.45 -4.69 2.53
H 2.68 -3.24 0.67
H -2.00 -2.72 3.66
H -3.92 -2.90 0.81
H -5.94 -1.79 0.01
H -6.22 0.67 0.25
H -5.30 2.84 1.10
H -3.39 4.08 2.09
H -1.32 2.81 2.71
H -0.27 -4.18 4.56
Cl 7.95 -1.20 -4.35
C 6.48 -1.09 -3.39
C 6.31 -1.98 -2.31
C 5.18 -1.91 -1.55
C 4.13 -0.95 -1.79
O 3.12 -0.88 -1.06
C 4.34 -0.08 -2.94
C 3.35 0.88 -3.35
O 2.21 1.05 -2.92
C 5.52 -0.17 -3.69
H 7.07 -2.72 -2.11
H 5.04 -2.58 -0.71
H 3.69 1.54 -4.18
H 5.67 0.50 -4.53
I -4.55 3.48 -2.57
C -3.03 4.43 -1.48
C -3.10 5.78 -1.22
C -2.10 6.37 -0.46
I -2.29 8.45 -0.09
C -0.99 5.65 0.04
C 0.01 6.18 0.87
C 1.05 5.39 1.28
C 1.10 4.06 0.84
N 0.15 3.52 0.10
C -0.89 4.27 -0.28
C -1.96 3.58 -1.03
O -1.96 2.38 -1.23
H -3.92 6.37 -1.59
H -0.06 7.21 1.19
H 1.82 5.78 1.93
H 1.93 3.42 1.13
F 0.98 1.47 2.55
P 2.20 0.99 3.52
F 3.20 1.99 2.72
F 1.19 0.00 4.29
F 2.58 -0.20 2.47
F 3.41 0.54 4.48
F 1.82 2.19 4.55
C -1.47 -5.32 -2.93
N -1.21 -3.92 -2.70
C 0.04 -3.42 -2.86
C 0.30 -2.11 -2.70
C -0.81 -1.28 -2.33
N -2.02 -1.77 -2.13
C -2.29 -3.08 -2.28
O -3.38 -3.60 -2.11
N -0.61 0.04 -2.24
H -1.66 -5.52 -3.99
H -2.36 -5.60 -2.36
H -0.62 -5.92 -2.60
H 0.81 -4.13 -3.12
H 1.29 -1.70 -2.79
H 0.31 0.41 -2.39
H -1.34 0.66 -1.92
*
```

Summary:
Molar mass in g/mol: 1188.79
HOMO-LUMO gap (spin up / spin down) in hartree: 0.211 / 0.131

[4]
Molecular formula: C7H11N2O
Method: DFT, ωB97M-V/def2-TZVPD

Structure (ORCA input):
```
! wB97M-V def2-TZVPD RIJCOSX def2/J DEFGRID3
* xyz 1 1
C -0.49 -0.85 -1.44
C -0.52 -0.85 0.07
C 0.63 -1.49 0.77
C 1.87 -1.00 0.77
C 2.17 0.25 0.14
C 1.23 1.21 0.01
C -0.03 1.15 0.71
N -1.01 1.97 0.40
N -1.59 -0.72 0.78
O -2.74 -0.33 0.23
H 0.53 -0.80 -1.81
H -1.06 -0.01 -1.86
H -0.93 -1.78 -1.80
H 0.40 -2.43 1.25
H 2.69 -1.57 1.19
H 3.15 0.39 -0.29
H 1.40 2.07 -0.62
H -0.02 0.77 1.73
H -1.03 2.45 -0.49
H -1.84 2.03 0.98
H -2.79 -0.45 -0.73
*
```

Summary:
Molar mass in g/mol: 139.18
Structure (SMILES): CC(/C=C\C=C/C=[NH2+])=N\O
HOMO-LUMO gap in hartree: 0.311

[5]
Molecular formula: C36H37BCl51O3P
Method: DFT, ωB97M-V/def2-TZVPD

Structure (ORCA input):
```
! wB97M-V def2-TZVPD RIJCOSX def2/J DEFGRID3
* xyz 0 1
C 7.23 -2.10 2.85
C 8.28 -1.37 1.87
P 8.31 0.54 2.09
C 9.12 1.16 0.47
C 6.49 1.02 2.17
C 5.95 1.75 3.42
C 4.43 2.11 3.53
C 3.89 2.84 4.83
C 3.51 1.71 2.35
C 4.09 1.00 1.07
C 5.59 0.63 0.94
C 3.08 0.61 -0.13
O 3.36 0.77 -1.35
C 1.65 0.05 0.36
C 0.94 -1.16 -0.37
C -0.41 -1.68 0.18
B -1.09 -2.95 -0.58
C -1.42 -4.28 0.30
O -1.38 -3.01 -2.00
C -0.99 -0.97 1.45
C -0.27 0.23 2.17
C 1.08 0.77 1.64
C 1.92 1.96 2.32
O 1.37 2.99 2.79
H 6.49 -2.69 2.19
H 7.77 -2.81 3.58
H 6.59 -1.40 3.49
H 7.89 -1.54 0.80
H 9.31 -1.85 2.02
H 8.58 0.76 -0.46
H 9.22 2.30 0.47
H 10.18 0.71 0.44
H 6.71 2.01 4.24
H 4.32 3.91 4.81
H 2.75 2.93 4.89
H 4.33 2.36 5.78
H 5.97 0.11 0.01
H 1.48 -1.62 -1.28
H -0.66 -4.29 1.17
H -1.24 -5.24 -0.30
H -2.50 -4.28 0.69
H -0.58 -3.30 -2.50
H -1.98 -1.38 1.86
H -0.75 0.68 3.11
C -5.17 -2.40 2.52
Cl -6.53 -1.31 2.20
Cl -4.98 -3.56 1.21
Cl -3.68 -1.47 2.76
H -5.38 -2.95 3.44
C 4.15 3.89 -2.16
Cl 5.90 4.13 -1.98
Cl 3.26 5.17 -1.32
Cl 3.70 3.84 -3.87
H 3.89 2.93 -1.71
C -0.70 2.76 -1.84
Cl 0.15 1.39 -1.09
Cl 0.44 4.08 -2.15
Cl -1.50 2.25 -3.33
H -1.46 3.11 -1.14
C -10.04 -0.01 1.52
Cl -11.40 1.08 1.20
Cl -9.86 -1.17 0.20
Cl -8.55 0.91 1.76
H -10.26 -0.56 2.44
C 9.92 -1.78 -1.76
Cl 8.27 -1.11 -1.77
Cl 10.16 -2.87 -3.14
Cl 11.12 -0.48 -1.79
H 10.05 -2.35 -0.85
C -14.04 1.41 3.90
Cl -15.01 1.38 5.38
Cl -13.20 2.96 3.74
Cl -12.88 0.07 3.89
H -14.70 1.29 3.05
C 3.29 1.18 -7.22
Cl 4.80 1.68 -8.00
Cl 2.42 2.59 -6.59
Cl 2.28 0.28 -8.36
H 3.53 0.53 -6.39
C -18.71 0.80 7.27
Cl -20.05 0.96 6.14
Cl -19.00 1.77 8.72
Cl -18.44 -0.90 7.70
H -17.80 1.18 6.79
C -10.70 0.42 -3.28
Cl -12.33 1.12 -3.30
Cl -10.49 -0.70 -4.63
Cl -9.47 1.69 -3.32
H -10.59 -0.14 -2.35
C 3.99 -3.18 0.69
Cl 3.58 -4.71 1.50
Cl 4.32 -3.45 -1.02
Cl 2.68 -2.00 0.89
H 4.89 -2.78 1.16
C -14.63 3.80 0.02
Cl -13.74 2.90 -1.21
Cl -15.56 2.69 1.05
Cl -13.53 4.78 0.99
H -15.33 4.47 -0.48
C 7.02 -1.66 -6.58
Cl 6.98 -2.34 -8.21
Cl 5.41 -1.11 -6.09
Cl 7.65 -2.84 -5.42
H 7.68 -0.80 -6.58
C 14.40 2.18 -1.73
Cl 14.68 1.81 -3.44
Cl 12.72 1.82 -1.28
Cl 15.52 1.27 -0.70
H 14.58 3.24 -1.58
C -18.19 -4.73 8.88
Cl -17.94 -5.14 7.17
Cl -19.87 -5.03 9.35
Cl -17.08 -5.63 9.91
H -17.99 -3.66 9.00
C 17.10 0.59 -6.39
Cl 15.47 1.25 -6.41
Cl 17.34 -0.50 -7.77
Cl 18.30 1.89 -6.42
H 17.24 0.02 -5.48
C 7.32 -4.49 -11.19
Cl 8.15 -5.85 -10.42
Cl 8.44 -3.17 -11.51
Cl 6.53 -5.02 -12.68
H 6.55 -4.13 -10.50
C -6.63 3.71 4.56
Cl -6.51 2.11 3.81
Cl -7.13 4.92 3.37
Cl -7.76 3.68 5.92
H -5.65 3.99 4.94
*
```

Summary:
Molar mass in g/mol: 2367.58
HOMO-LUMO gap in hartree: 0.259

[6]
Molecular formula: C4H7NO
Method: DFT, ωB97M-V/def2-TZVPD

Structure (ORCA input):
```
! wB97M-V def2-TZVPD RIJCOSX def2/J DEFGRID3
* xyz 0 1
C -0.66 -1.41 0.44
C 0.36 -0.34 0.54
C 0.34 1.13 0.17
C 1.77 0.97 0.73
O 2.72 1.67 0.87
N 1.56 -0.44 1.02
H -0.22 -2.37 0.71
H -1.50 -1.18 1.11
H -1.05 -1.46 -0.58
H -1.72 -0.11 -2.69
H 0.27 1.37 -0.90
H -0.33 1.78 0.75
H -1.52 0.38 -2.17
*
```

Summary:
Molar mass in g/mol: 85.11
HOMO-LUMO gap in hartree: 0.387